Below is C5H6O3 in the gas phase in a non-equilibrium geometry, with properties calculated with wB97M-V/def2-TZVPD.

Element x y z (Å)
O: -0.600 -0.613 -2.294
C: -0.603 -0.088 -1.228
C: 0.082 1.125 -0.559
C: 1.268 0.544 0.192
O: 0.801 -0.102 1.350
C: -0.205 -1.045 0.953
C: -1.306 -0.222 0.147
O: -1.085 1.218 0.276
H: 0.416 2.056 -1.147
H: 2.090 1.299 0.455
H: 1.785 -0.137 -0.678
H: -0.599 -1.608 1.883
H: 0.295 -1.859 0.221
H: -2.338 -0.568 0.430

Results
SMILES   O=C1[C@@H]2COC[C@H]1O2
Spin multiplicity   1
Energy relative to the best compared isomer or geometry (same formula, charge and spin)   64.8 kcal/mol
Orbital gap   0.39505 Eh
E   -11421.6016 eV
Net charge   0
HOMO level   -9.94 eV